[1]
{"formula": "C20H15ClF3N5O3", "method": "the ωB97M-V functional and the def2-TZVPD basis", "species": ["O", "F", "F", "F", "Cl", "N", "N", "N", "O", "O", "C", "C", "C", "C", "C", "C", "C", "C", "C", "C", "C", "C", "C", "C", "C", "C", "N", "N", "C", "C", "C", "C", "H", "H", "H", "H", "H", "H", "H", "H", "H", "H", "H", "H", "H", "H", "H"], "xyz": [[0.391, -2.501, 2.167], [-3.686, 4.250, -1.305], [-2.040, 3.577, -2.755], [-1.660, 5.021, -1.060], [3.511, 2.841, -3.261], [-2.257, -0.271, 5.974], [-1.000, -0.547, 6.059], [-2.834, -0.465, 4.767], [0.167, -1.899, -3.109], [2.965, -2.603, 1.843], [0.085, -1.588, 1.356], [-1.885, -1.026, 3.972], [0.380, -0.392, -0.722], [0.843, -1.362, 0.175], [2.091, 0.892, -4.391], [1.352, -0.284, -4.355], [1.819, 1.150, -2.009], [-2.134, 1.485, 1.502], [-2.381, 2.589, 0.733], [-1.096, 1.736, -1.028], [2.298, 1.657, -3.227], [0.902, -0.758, -3.088], [1.144, -0.092, -1.961], [-0.614, 0.611, -0.256], [-1.211, 0.460, 1.023], [-1.910, 2.766, -0.519], [-0.771, -1.120, 4.757], [-1.037, -0.782, 1.747], [-2.394, 3.957, -1.456], [-2.128, -1.313, 2.527], [3.194, -2.474, 0.443], [1.907, -2.349, -0.299], [0.230, -2.142, -3.993], [2.033, -2.676, 2.058], [2.456, 1.133, -5.326], [1.339, -0.928, -5.227], [2.079, 1.813, -1.170], [-2.483, 1.452, 2.488], [-2.960, 3.423, 1.146], [-0.728, 1.877, -2.029], [0.097, -1.431, 4.358], [-3.142, -0.864, 2.206], [-2.154, -2.407, 2.452], [3.705, -3.350, 0.074], [3.840, -1.522, 0.421], [2.207, -2.221, -1.310], [1.469, -3.322, -0.389]], "nbo_charge": [-0.671, -0.299, -0.333, -0.318, 0.040, -0.055, -0.029, -0.322, -0.645, -0.764, 0.653, 0.321, 0.098, -0.093, -0.174, -0.271, -0.164, -0.257, -0.160, -0.148, -0.098, 0.319, -0.168, -0.048, 0.209, -0.147, -0.398, -0.413, 0.990, -0.267, -0.045, -0.461, 0.476, 0.488, 0.223, 0.216, 0.243, 0.239, 0.229, 0.237, 0.436, 0.265, 0.260, 0.175, 0.169, 0.232, 0.230], "smiles": "O=c1c(CCO)c(-c2cc(Cl)ccc2O)c2cc(C(F)(F)F)ccc2n1Cc1nnn[nH]1", "de_lowest_kj_mol": 245.2, "homo_ev": -9.26, "gap_ha": 0.3025, "charge": 0}

[2]
{"formula": "C22H27FeO", "method": "the ωB97M-V functional and the def2-TZVPD basis", "species": ["Fe", "C", "C", "C", "H", "C", "C", "H", "H", "H", "H", "C", "C", "C", "H", "C", "C", "H", "H", "H", "H", "O", "C", "C", "C", "C", "C", "H", "H", "H", "H", "H", "H", "H", "H", "H", "H", "C", "C", "C", "C", "C", "C", "C", "H", "H", "H", "H", "H", "H", "H"], "xyz": [[-0.119, 0.712, 0.745], [1.757, 1.064, 1.611], [2.018, 0.148, 0.524], [2.012, 0.888, -0.708], [2.355, -0.873, 0.606], [1.555, 2.192, -0.425], [1.398, 2.313, 0.999], [1.229, 3.235, 1.545], [1.878, 0.876, 2.675], [2.377, 0.530, -1.663], [1.405, 2.985, -1.157], [-2.237, 0.930, 1.041], [-1.524, 2.117, 1.455], [-1.100, 2.795, 0.259], [-1.450, 2.488, 2.481], [-1.620, 2.108, -0.870], [-2.296, 0.951, -0.400], [-2.854, 0.240, -1.004], [-2.823, 0.284, 1.696], [-0.656, 3.794, 0.229], [-1.613, 2.460, -1.902], [-0.249, -0.367, -2.004], [-0.340, 0.022, -3.413], [0.354, -1.278, -3.872], [0.436, 1.292, -3.694], [-1.784, 0.122, -3.869], [0.342, -1.625, -2.387], [1.358, -1.131, -4.282], [-0.268, -1.929, -4.491], [-0.317, -2.466, -2.135], [1.345, -1.739, -1.960], [0.380, 1.520, -4.774], [1.490, 1.178, -3.409], [0.009, 2.137, -3.132], [-1.831, -0.024, -4.960], [-2.188, 1.113, -3.626], [-2.394, -0.647, -3.381], [-0.134, -1.308, 1.176], [0.148, -1.736, 2.551], [1.079, -2.757, 2.842], [1.363, -3.088, 4.168], [0.690, -2.441, 5.220], [-0.266, -1.464, 4.929], [-0.536, -1.127, 3.612], [-1.241, -1.317, 0.948], [0.465, -1.888, 0.433], [1.556, -3.312, 2.036], [2.067, -3.897, 4.404], [0.935, -2.677, 6.258], [-0.858, -1.005, 5.718], [-1.300, -0.400, 3.359]], "nbo_charge": [1.110, -0.425, -0.304, -0.309, 0.209, -0.328, -0.360, 0.209, 0.223, 0.208, 0.210, -0.408, -0.452, -0.261, 0.213, -0.333, -0.311, 0.220, 0.219, 0.200, 0.211, -0.581, 0.212, -0.810, -0.775, -0.880, -0.083, 0.197, 0.194, 0.168, 0.167, 0.205, 0.205, 0.209, 0.202, 0.197, 0.207, -0.917, 0.011, -0.262, -0.212, -0.315, -0.230, -0.198, 0.206, 0.196, 0.199, 0.186, 0.184, 0.187, 0.192], "de_lowest_kj_mol": 0.0, "multiplicity": 6, "homo_ev": [3.10, -1.14], "s2": 8.79, "gap_ha": [0.0670, 0.2221], "charge": -2}

[3]
{"formula": "C46H55BN3O4S7Sc", "method": "the ωB97M-V functional and the def2-TZVPD basis", "species": ["Sc", "C", "C", "S", "C", "C", "S", "C", "C", "S", "H", "H", "H", "H", "H", "H", "H", "H", "H", "H", "H", "H", "C", "C", "C", "C", "C", "C", "C", "C", "O", "B", "O", "C", "C", "H", "H", "H", "H", "H", "H", "H", "H", "H", "H", "H", "H", "C", "S", "C", "O", "H", "H", "H", "H", "H", "H", "N", "S", "C", "C", "C", "C", "C", "C", "C", "C", "C", "C", "C", "C", "H", "H", "H", "H", "H", "H", "H", "H", "H", "H", "H", "S", "C", "N", "C", "C", "C", "N", "H", "H", "H", "H", "O", "S", "C", "C", "C", "C", "C", "C", "C", "C", "C", "C", "C", "C", "H", "H", "H", "H", "H", "H", "H", "H", "H", "H"], "xyz": [[0.477, -0.361, 0.522], [-1.654, 2.929, -2.497], [-2.941, 2.972, -1.668], [-2.825, 2.198, -0.032], [-4.236, 1.079, -0.038], [-4.236, -0.035, -1.083], [-2.702, -0.998, -1.185], [-2.385, -0.999, -2.960], [-2.122, 0.379, -3.569], [-0.834, 1.328, -2.709], [-0.888, 3.559, -2.042], [-1.860, 3.340, -3.486], [-3.759, 2.489, -2.202], [-3.225, 4.014, -1.526], [-5.157, 1.658, -0.138], [-4.229, 0.659, 0.969], [-4.429, 0.364, -2.078], [-5.051, -0.723, -0.853], [-3.217, -1.485, -3.470], [-1.511, -1.636, -3.077], [-3.031, 0.979, -3.574], [-1.816, 0.247, -4.606], [3.586, -4.798, -6.346], [2.638, -3.619, -6.625], [3.432, -2.501, -7.304], [1.532, -4.081, -7.583], [2.040, -3.157, -5.292], [1.033, -3.915, -4.681], [0.470, -3.571, -3.453], [0.954, -2.432, -2.850], [0.601, -1.859, -1.638], [1.440, -0.719, -1.502], [2.272, -0.617, -2.603], [1.958, -1.685, -3.424], [2.516, -2.013, -4.639], [4.019, -5.167, -7.278], [3.054, -5.625, -5.868], [4.403, -4.490, -5.688], [3.745, -2.830, -8.296], [4.338, -2.246, -6.750], [2.832, -1.596, -7.425], [1.959, -4.286, -8.565], [0.766, -3.311, -7.701], [1.046, -4.997, -7.245], [0.671, -4.808, -5.174], [-0.317, -4.164, -3.003], [3.293, -1.391, -5.061], [4.142, -0.563, 2.739], [2.539, -0.508, 3.508], [2.450, -2.199, 4.044], [1.572, -0.398, 2.341], [4.034, -1.184, 1.847], [4.857, -0.985, 3.444], [4.422, 0.455, 2.479], [3.086, -2.291, 4.927], [2.768, -2.862, 3.242], [1.412, -2.401, 4.308], [-1.325, -1.020, 1.663], [-1.679, -0.784, 3.203], [-3.371, -0.232, 3.290], [-4.395, -1.082, 2.883], [-5.699, -0.615, 2.902], [-5.969, 0.683, 3.327], [-4.940, 1.519, 3.734], [-3.628, 1.061, 3.717], [-1.858, -2.356, 4.024], [-2.205, -2.344, 5.371], [-2.312, -3.550, 6.042], [-2.074, -4.747, 5.370], [-1.731, -4.739, 4.027], [-1.614, -3.534, 3.341], [-2.055, -1.551, 1.191], [-4.182, -2.098, 2.570], [-6.506, -1.267, 2.595], [-6.991, 1.039, 3.347], [-5.158, 2.525, 4.068], [-2.816, 1.705, 4.033], [-2.405, -1.411, 5.887], [-2.582, -3.559, 7.090], [-2.164, -5.686, 5.899], [-1.552, -5.670, 3.504], [-1.349, -3.519, 2.293], [0.977, -3.274, 0.994], [2.354, -3.545, 0.060], [2.506, -4.765, -0.550], [3.551, -5.092, -1.335], [4.511, -4.162, -1.572], [4.320, -2.915, -0.960], [3.302, -2.611, -0.179], [1.768, -5.436, -0.377], [3.556, -6.089, -1.752], [5.364, -4.372, -2.198], [5.041, -2.121, -1.125], [0.224, 1.622, 1.025], [-0.352, 2.316, 2.259], [1.012, 2.578, 3.367], [0.754, 2.507, 4.725], [1.789, 2.759, 5.619], [3.056, 3.054, 5.140], [3.299, 3.107, 3.768], [2.274, 2.871, 2.867], [-0.560, 4.000, 1.725], [-1.189, 4.877, 2.596], [-1.330, 6.201, 2.210], [-0.851, 6.620, 0.974], [-0.236, 5.720, 0.115], [-0.088, 4.390, 0.485], [-0.240, 2.266, 5.087], [1.603, 2.722, 6.684], [3.862, 3.251, 5.836], [4.288, 3.356, 3.402], [2.443, 2.925, 1.797], [-1.559, 4.542, 3.559], [-1.816, 6.904, 2.872], [-0.962, 7.656, 0.680], [0.130, 6.053, -0.848], [0.375, 3.665, -0.173]], "nbo_charge": [1.788, -0.531, -0.545, 0.217, -0.544, -0.545, 0.219, -0.523, -0.548, 0.255, 0.227, 0.235, 0.219, 0.240, 0.233, 0.235, 0.221, 0.236, 0.234, 0.240, 0.216, 0.242, -0.593, -0.082, -0.608, -0.601, 0.027, -0.240, -0.211, 0.155, -0.720, 0.279, -0.664, 0.284, -0.271, 0.222, 0.205, 0.202, 0.225, 0.205, 0.216, 0.222, 0.216, 0.206, 0.224, 0.225, 0.240, -0.815, 1.317, -0.814, -1.094, 0.267, 0.254, 0.253, 0.253, 0.257, 0.259, -1.291, 1.120, -0.182, -0.233, -0.198, -0.175, -0.189, -0.223, -0.188, -0.229, -0.190, -0.185, -0.183, -0.242, 0.394, 0.235, 0.238, 0.238, 0.234, 0.221, 0.227, 0.236, 0.235, 0.230, 0.242, -0.254, 0.288, -0.507, 0.124, -0.317, 0.160, -0.489, 0.446, 0.245, 0.259, 0.220, -1.074, 1.314, -0.196, -0.239, -0.185, -0.182, -0.221, -0.168, -0.246, -0.210, -0.182, -0.199, -0.131, -0.243, 0.226, 0.235, 0.237, 0.234, 0.234, 0.224, 0.235, 0.235, 0.222, 0.242], "homo_ev": -12.15, "gap_ha": 0.2743, "charge": 2}

[4]
{"formula": "C5H14O", "method": "the ωB97M-V functional and the def2-TZVPD basis", "species": ["C", "C", "C", "H", "H", "H", "H", "H", "H", "H", "H", "C", "O", "C", "H", "H", "H", "H", "H", "H"], "xyz": [[0.606, 1.912, -0.285], [2.022, 1.699, 0.205], [2.191, 1.534, 1.706], [0.031, 2.704, 0.205], [-0.011, 1.014, -0.212], [0.665, 2.187, -1.335], [2.668, 2.553, -0.026], [2.449, 0.882, -0.384], [3.264, 1.454, 1.923], [1.830, 2.369, 2.305], [1.751, 0.644, 2.152], [-1.895, -2.734, -0.980], [-0.531, -2.864, -0.587], [-2.533, -1.508, -0.301], [-2.000, -2.528, -2.044], [-2.384, -3.675, -0.747], [-0.077, -2.149, -1.064], [-1.978, -0.651, -0.694], [-3.568, -1.370, -0.619], [-2.498, -1.473, 0.782]], "nbo_charge": [-0.606, -0.398, -0.608, 0.204, 0.197, 0.206, 0.195, 0.197, 0.206, 0.204, 0.203, -0.062, -0.711, -0.630, 0.154, 0.177, 0.459, 0.193, 0.208, 0.213], "smiles": "CCC.CCO", "de_lowest_kj_mol": 73.3, "homo_ev": -10.33, "gap_ha": 0.4105, "charge": 0}

[5]
{"formula": "C26H44BrN3O8S2", "method": "the ωB97M-V functional and the def2-TZVPD basis", "species": ["C", "C", "C", "C", "C", "C", "N", "C", "C", "O", "C", "N", "C", "C", "N", "C", "C", "C", "C", "O", "C", "O", "C", "C", "O", "Br", "H", "H", "H", "H", "H", "H", "H", "H", "H", "H", "H", "H", "H", "H", "H", "H", "H", "H", "H", "H", "H", "H", "H", "H", "H", "H", "H", "H", "C", "C", "C", "S", "O", "O", "C", "H", "H", "H", "H", "H", "H", "H", "H", "C", "C", "C", "S", "O", "O", "C", "H", "H", "H", "H", "H", "H", "H", "H"], "xyz": [[-2.044, 0.018, 3.446], [-1.999, -0.679, 1.945], [-2.537, 0.398, 0.837], [-4.134, 0.088, 0.440], [-1.573, 0.627, -0.470], [-2.648, 1.042, -1.690], [-3.532, 1.288, -2.634], [-0.867, -0.757, -1.056], [-1.848, -2.060, -1.148], [-0.941, -3.253, -1.037], [-2.516, -2.213, -2.674], [-3.966, -1.799, -2.743], [-0.441, 1.800, -0.316], [0.979, 1.478, -1.148], [1.842, 0.895, -1.947], [-0.891, 3.272, -0.976], [-2.092, 4.029, -0.173], [-3.403, 4.426, -1.134], [-4.845, 4.277, -0.316], [-4.749, 5.002, 0.981], [-4.895, 4.085, 2.122], [-5.937, 3.281, 2.352], [0.041, 2.160, 1.201], [0.921, 1.051, 1.994], [1.374, -0.127, 1.581], [1.467, 1.554, 3.896], [-1.395, 0.987, 3.545], [-1.866, -0.765, 4.327], [-3.175, 0.372, 3.589], [-0.990, -1.209, 1.690], [-2.818, -1.547, 1.987], [-2.630, 1.429, 1.433], [-4.264, -0.772, -0.334], [-4.731, 1.058, 0.167], [-4.613, -0.308, 1.459], [-0.612, -0.506, -2.197], [0.096, -1.081, -0.478], [-2.624, -2.190, -0.289], [-0.106, -3.040, -1.561], [-1.877, -1.699, -3.508], [-2.490, -3.381, -2.918], [-4.617, -2.542, -2.401], [-4.234, -1.546, -3.738], [0.084, 3.946, -0.814], [-1.014, 3.225, -2.148], [-2.485, 3.496, 0.789], [-1.678, 5.086, 0.196], [-3.394, 3.881, -2.169], [-3.321, 5.590, -1.382], [-5.178, 3.167, -0.154], [-5.721, 4.806, -0.909], [-4.038, 4.091, 2.948], [-0.823, 2.517, 1.931], [0.742, 3.123, 1.093], [4.049, -0.704, -5.145], [4.582, -2.057, -5.615], [3.621, -3.130, -5.107], [2.022, -2.345, -4.968], [1.649, -2.304, -3.570], [1.141, -2.871, -5.992], [2.559, -0.717, -5.456], [4.556, 0.128, -5.642], [4.206, -0.600, -4.065], [4.610, -2.076, -6.712], [5.600, -2.237, -5.257], [3.553, -3.971, -5.802], [3.909, -3.489, -4.116], [1.999, 0.042, -4.907], [2.381, -0.613, -6.530], [5.502, -2.832, 5.295], [4.959, -2.291, 3.973], [3.579, -1.699, 4.252], [3.597, -1.170, 5.958], [2.656, -1.981, 6.702], [3.583, 0.278, 6.008], [5.246, -1.740, 6.323], [6.566, -3.078, 5.227], [4.960, -3.744, 5.572], [5.628, -1.507, 3.597], [4.907, -3.072, 3.208], [3.372, -0.841, 3.607], [2.791, -2.449, 4.138], [5.298, -2.099, 7.352], [5.930, -0.898, 6.182]], "lowdin_charge": [-0.123, -0.204, -0.267, -0.077, -0.226, -0.083, 0.127, -0.098, -0.267, -0.127, -0.205, -0.067, -0.283, -0.065, 0.126, -0.155, -0.169, -0.150, -0.166, -0.142, -0.163, -0.046, -0.140, -0.582, -0.083, 0.697, 0.026, 0.100, 0.089, 0.108, 0.120, 0.112, 0.064, 0.068, 0.099, 0.126, 0.124, 0.135, 0.093, 0.125, 0.128, 0.074, 0.082, 0.124, 0.136, 0.083, 0.131, 0.093, 0.121, 0.109, 0.142, 0.165, 0.121, 0.154, -0.226, -0.222, -0.228, 0.662, -0.339, -0.329, -0.238, 0.118, 0.120, 0.119, 0.116, 0.106, 0.107, 0.098, 0.111, -0.228, -0.219, -0.233, 0.653, -0.321, -0.381, -0.238, 0.117, 0.122, 0.120, 0.118, 0.070, 0.113, 0.110, 0.110], "smiles": "CC[C@H](C)[C@](C#N)(C[C@H](O)CN)[C@@](C#N)(CCCCOC=O)CC(=O)Br.O=S1(=O)CCCC1.O=S1(=O)CCCC1", "de_lowest_kj_mol": 1002.3, "homo_ev": -8.82, "gap_ha": 0.3099, "charge": 0}

[6]
{"formula": "H6N6P2", "method": "the ωB97M-V functional and the def2-TZVPD basis", "species": ["N", "N", "N", "N", "N", "N", "P", "P", "H", "H", "H", "H", "H", "H"], "xyz": [[0.619, -1.156, 0.847], [0.949, 0.002, -1.513], [-0.714, -1.324, 0.681], [-0.955, -0.077, -1.530], [0.731, 1.427, 0.666], [-0.538, 1.109, 1.036], [1.553, -0.044, 0.044], [-1.566, 0.043, 0.011], [0.721, -0.999, 1.854], [1.026, -0.950, -2.020], [-0.964, -2.196, 0.116], [-1.047, 0.808, -2.148], [0.656, 2.174, -0.038], [-1.066, 1.987, 1.233]], "nbo_charge": [-0.791, -0.863, -0.746, -0.876, -0.745, -0.765, 1.301, 1.225, 0.386, 0.395, 0.364, 0.394, 0.345, 0.375], "de_lowest_kj_mol": 4.6, "homo_ev": -7.82, "gap_ha": 0.2780, "charge": 0}

What is the charge in the fifth record? 0